Molecular formula: C6H9F5I2IrN3O2Te
Method: DFT, the ωB97M-V functional and the def2-TZVPD basis

Last column: Mulliken spin population.
Atoms and positions in Å:
Ir  -0.03022  -0.36079  0.18309  2.953
I  -0.58666  -3.04706  0.90973  0.265
C  -1.90128  -2.16758  2.36074  -0.020
I  -1.35783  -0.09761  2.59985  0.274
H  -1.77436  -2.67885  3.30888  0.004
H  -2.91615  -2.22054  1.98360  0.000
C  4.59158  -1.14220  1.75076  0.001
N  4.03045  -0.45465  0.58653  0.004
C  4.79333  0.08011  -0.40891  0.002
C  4.24967  0.70664  -1.47845  0.001
C  2.82804  0.80212  -1.56121  0.000
N  2.11017  0.24052  -0.56604  0.087
C  2.68083  -0.36031  0.47756  0.015
O  1.89570  -0.84556  1.34202  0.183
N  2.19732  1.39621  -2.55071  0.008
H  5.67435  -1.15559  1.68845  0.000
H  4.21377  -2.16215  1.79996  0.001
H  4.28602  -0.63937  2.66699  0.000
H  5.86411  -0.02493  -0.30444  -0.001
H  4.87331  1.12760  -2.25207  0.001
H  2.69113  1.82882  -3.31304  0.001
H  1.18842  1.42585  -2.54525  -0.008
F  -4.20070  0.53062  -1.59417  -0.001
Te  -2.37504  0.77744  -1.61927  0.007
F  -2.33818  -0.81808  -0.47903  0.055
F  -2.29634  -0.40234  -3.04557  0.002
F  -2.57642  2.30720  -2.60907  0.002
F  -2.59787  1.66100  0.02000  0.003
O  -0.55806  0.86367  -1.49514  0.160

The charge is +2. The molecular weight comes out at 823.77 u. The calculation puts the relative energy (zero: lowest compared OMol25 entry of this formula, charge and spin) at 3.4 kcal per mole. Its multiplicity is 5. The LUMO energy (spin up / spin down) comes out at -7.76 / -10.24 eV. The value obtained for the HOMO-LUMO gap (spin up / spin down) is 8.5 / 6.1 eV.

=====

Molecular formula: C6H9F6MoOSTe4
Method: DFT, the ωB97M-V functional and the def2-TZVPD basis

Last column: Mulliken spin population.
Atoms and positions in Å:
Mo  -0.91078  1.34652  0.13123  1.913
Te  -0.61811  3.38946  -1.57196  -0.083
Te  -1.22354  4.07295  0.97826  0.054
Te  -3.42920  2.42872  1.02391  0.001
Te  -2.34291  0.26881  2.19208  0.063
C  -3.65961  -0.15714  -1.50041  0.016
S  -1.87657  -0.07304  -1.67440  -0.044
C  -1.44852  -1.78494  -1.31455  0.024
H  -3.93461  -0.47001  -0.49469  0.004
H  -4.01110  -0.87898  -2.23616  -0.001
H  -4.07159  0.82110  -1.73324  -0.003
H  -1.90438  -2.41969  -2.07239  0.002
H  -1.80355  -2.04758  -0.31965  0.006
H  -0.37135  -1.87896  -1.36876  -0.008
C  3.02247  0.76781  1.51928  0.005
C  1.96437  0.03044  0.71955  -0.047
O  0.78956  0.82833  0.72098  0.035
C  1.60415  -1.30308  1.39298  0.011
F  1.13658  -1.07621  2.62500  0.000
F  2.67058  -2.09446  1.48847  0.002
F  0.64989  -1.96626  0.72605  0.001
C  2.39100  -0.13295  -0.74768  0.042
F  2.73147  1.04962  -1.26208  0.002
F  1.39402  -0.61780  -1.50713  0.005
F  3.43255  -0.95724  -0.85176  0.002
H  2.67373  0.89149  2.54148  0.000
H  3.18175  1.74394  1.06859  -0.003
H  3.96369  0.21913  1.52702  0.001

The charge is +1. The molecular weight comes out at 849.53 u. The calculation puts the relative energy (zero: lowest compared OMol25 entry of this formula, charge and spin) at 4.2 kcal per mole. Its multiplicity is 3. The LUMO energy (spin up / spin down) comes out at -5.15 / -5.04 eV. The value obtained for the HOMO-LUMO gap (spin up / spin down) is 6.1 / 6.4 eV.

=====

Molecular formula: C6H9F6NO5PTl
Method: DFT, the ωB97M-V functional and the def2-TZVPD basis

Last column: Mulliken spin population.
Atoms and positions in Å:
Tl  -0.89267  0.12536  2.77131  0.001
O  -1.61757  -0.88539  0.42516  0.001
C  -1.77177  -0.29748  -0.85111  0.014
C  -0.45722  0.17643  -1.44884  0.003
N  0.14635  1.31174  -0.75748  0.246
C  -0.46640  2.51707  -0.75616  0.371
C  -1.65235  2.98322  0.89522  0.085
O  -1.51580  4.15734  0.99955  0.129
O  -2.20847  1.97697  1.23366  0.096
C  1.51823  1.23439  -0.27497  -0.006
C  1.72132  1.70524  1.18551  0.009
O  2.83271  2.12193  1.47378  0.005
O  0.70915  1.59657  1.95903  0.006
H  -1.11160  -1.70970  0.32868  0.002
H  -2.46249  0.53690  -0.72921  0.000
H  -2.21779  -1.01420  -1.54620  -0.007
H  -0.64348  0.46118  -2.49233  0.004
H  0.25514  -0.65099  -1.44494  0.009
H  -1.28789  2.64209  -1.45569  0.021
H  0.17441  3.37479  -0.59302  0.000
H  2.16825  1.83703  -0.91244  -0.002
H  1.84985  0.20112  -0.32787  0.013
F  0.36779  -2.59420  1.53637  0.000
P  1.01351  -3.51117  0.33603  0.000
F  1.72988  -2.17868  -0.26120  0.000
F  -0.32553  -3.12749  -0.55026  0.000
F  1.57880  -4.36933  -0.89550  0.000
F  0.26304  -4.80479  0.92115  0.000
F  2.30260  -3.81595  1.23176  0.000

The charge is -1. The molecular weight comes out at 524.49 u. The calculation puts the relative energy (zero: lowest compared OMol25 entry of this formula, charge and spin) at 4.1 kcal per mole. Its multiplicity is 2. The LUMO energy (spin up / spin down) comes out at 2.51 / 1.67 eV. The value obtained for the HOMO-LUMO gap (spin up / spin down) is 7.4 / 8.0 eV.

=====

Molecular formula: C6H9FN2
Method: DFT, the ωB97M-V functional and the def2-TZVPD basis

Last column: natural (NBO) charge in e.
Atoms and positions in Å:
C  -1.25440  1.49188  -0.23846  -0.422
C  -0.72509  0.42679  -1.22897  -0.458
C  -0.65985  0.69011  0.91038  -0.493
C  -0.16686  -0.32585  -0.01014  0.190
C  2.04249  0.09803  -0.03651  0.390
C  -0.27869  -1.76011  0.37149  -0.695
N  2.88923  -0.48470  -0.98295  -0.119
N  2.90021  -1.05675  0.09700  -0.106
F  2.44120  1.27129  0.52448  -0.354
H  -1.17067  2.55341  -0.50862  0.230
H  -2.35645  1.59444  -0.01591  0.210
H  -1.48188  -0.33309  -1.63922  0.213
H  0.01982  0.72616  -2.04859  0.245
H  0.21461  1.17768  1.37124  0.249
H  -1.32691  0.39775  1.63780  0.212
H  -0.44347  -2.62015  -0.35219  0.238
H  -1.16748  -1.84286  1.11536  0.220
H  0.52418  -2.00403  1.03381  0.250

The molecular weight comes out at 128.15 u. The calculation puts the relative energy (zero: lowest compared OMol25 entry of this formula, charge and spin) at 123.9 kcal per mole. The LUMO energy comes out at 0.65 eV. The value obtained for the HOMO-LUMO gap is 9.7 eV.

=====

Molecular formula: C6H9FN3O4
Method: DFT, the ωB97M-V functional and the def2-TZVPD basis

Last column: natural (NBO) charge in e.
Atoms and positions in Å:
N  -1.55803  -0.99453  1.52886  -0.855
C  -0.56079  -0.20402  0.75712  0.090
C  -0.98686  1.42531  0.91004  0.758
O  -0.64809  2.16392  -0.01628  -0.771
O  -1.55871  1.71263  1.93224  -0.723
N  0.67006  -0.51717  1.41895  -0.589
C  1.73562  0.30900  0.85002  -0.281
C  1.93939  -0.17780  -0.58925  0.200
F  3.00401  0.59379  -1.28326  -0.417
C  0.73499  -0.10974  -1.47010  -0.505
C  -0.53539  -0.64557  -0.69688  -0.114
N  -1.73110  -0.03086  -1.47543  0.567
O  -2.82228  -0.17214  -1.00775  -0.402
O  -1.49279  0.44215  -2.53410  -0.377
H  -1.53029  -0.62051  2.52423  0.380
H  -2.41477  -0.61457  1.13347  0.369
H  0.98348  -1.41978  1.16186  0.329
H  2.66854  0.19200  1.43576  0.191
H  1.23476  1.28863  0.97870  0.252
H  2.35719  -1.22567  -0.62156  0.148
H  0.76493  -0.58303  -2.44331  0.220
H  0.36817  1.01324  -1.59218  0.307
H  -0.62204  -1.82529  -0.90117  0.224

The charge is -1. The molecular weight comes out at 206.15 u. The calculation puts the relative energy (zero: lowest compared OMol25 entry of this formula, charge and spin) at 32.9 kcal per mole. The SMILES is N[C@@]1(C(=O)[O-])NC[C@H](F)C[C@@H]1[N+](=O)[O-]. The LUMO energy comes out at 3.40 eV. The value obtained for the HOMO-LUMO gap is 8.1 eV.

=====

Molecular formula: C6H9FO
Method: DFT, the ωB97M-V functional and the def2-TZVPD basis

Last column: Mulliken spin population.
Atoms and positions in Å:
C  0.79578  2.51023  0.48485  0.682
C  1.11050  0.40695  -0.99494  0.104
C  0.12761  1.50254  -0.61803  0.118
C  -0.15474  0.06525  -0.24314  0.062
C  -1.58759  -0.30917  -0.72953  0.005
C  0.23044  -0.28808  1.26390  0.020
O  0.84728  3.67161  0.50268  0.875
F  -0.66244  2.11085  -1.51902  0.011
H  1.34661  1.98150  1.31279  0.168
H  1.22543  0.06862  -2.04922  0.011
H  2.06618  0.32164  -0.48656  -0.041
H  -2.27835  -0.00059  0.15435  -0.002
H  -1.60038  -1.33534  -0.81810  0.000
H  -1.70936  0.11304  -1.63371  0.000
H  1.30828  0.02026  1.55481  0.000
H  0.10112  -1.30626  1.34313  0.007
H  -0.59982  0.04459  1.86284  -0.021

The molecular weight comes out at 116.13 u. The calculation puts the relative energy (zero: lowest compared OMol25 entry of this formula, charge and spin) at 5.3 kcal per mole. Its multiplicity is 3. The LUMO energy (spin up / spin down) comes out at 0.84 / -2.31 eV. The value obtained for the HOMO-LUMO gap (spin up / spin down) is 6.4 / 7.9 eV.

=====

Molecular formula: C6H9FeNaO5
Method: DFT, the ωB97M-V functional and the def2-TZVPD basis

Last column: Mulliken spin population.
Atoms and positions in Å:
O  -1.89058  1.76563  0.95228  0.056
C  -1.54617  2.12076  -0.34379  -0.020
C  -1.87839  1.05939  -1.30287  0.019
O  -2.02940  -0.18046  -0.71304  0.093
Fe  -1.24966  -0.10533  1.09886  3.778
H  -1.92086  3.11271  -0.65682  0.000
H  -2.85491  1.22149  -1.79982  0.001
O  1.30126  -1.71602  -0.55978  0.004
C  1.08409  -0.44448  -1.06629  0.051
C  1.28165  0.63655  -0.16547  -0.042
O  0.88153  0.40723  1.17062  0.026
C  1.50999  -0.78487  1.66341  0.011
C  0.91585  -1.92393  0.83664  -0.025
O  -0.42841  -1.89471  0.99925  0.042
Na  -1.54338  -2.28970  -0.94409  0.000
H  1.44014  -0.36072  -2.09460  -0.002
H  2.09621  1.34922  -0.28362  0.002
H  1.20005  -0.87019  2.71114  0.006
H  2.59876  -0.69970  1.54498  0.001
H  1.41419  -2.86785  1.11550  -0.001
H  -0.45438  0.50880  -1.75632  -0.005
H  0.07242  1.95620  -0.40616  0.006

The molecular weight comes out at 239.97 u. Its multiplicity is 5. The LUMO energy (spin up / spin down) comes out at -0.57 / -0.58 eV. The value obtained for the HOMO-LUMO gap (spin up / spin down) is 6.3 / 6.3 eV.

=====

Molecular formula: C6H9I
Method: DFT, the ωB97M-V functional and the def2-TZVPD basis

Last column: natural (NBO) charge in e.
Atoms and positions in Å:
C  -0.48185  1.62993  -0.14100  -0.225
C  0.15366  1.74387  0.94672  -0.115
C  0.01163  0.34173  -0.80261  -0.337
C  0.94184  -0.14949  0.26432  -0.041
C  -0.88318  -0.77260  -1.32449  -0.608
C  0.33406  -0.94901  1.29856  -0.721
I  3.03857  -0.27382  -0.19339  0.144
H  -1.40106  2.07666  -0.53679  0.194
H  0.46542  2.33013  1.70877  0.195
H  0.44366  0.59633  -1.68533  0.213
H  -1.73140  -0.35937  -1.74165  0.213
H  -1.31203  -1.38999  -0.56885  0.200
H  -0.23726  -1.20828  -2.02168  0.217
H  -0.73673  -0.94098  1.21815  0.231
H  0.69081  -0.62158  2.24046  0.231
H  0.70386  -2.05353  1.33883  0.210

The molecular weight comes out at 208.04 u. The calculation puts the relative energy (zero: lowest compared OMol25 entry of this formula, charge and spin) at 81.0 kcal per mole. The LUMO energy (spin up / spin down) comes out at 0.55 / 0.55 eV. The value obtained for the HOMO-LUMO gap (spin up / spin down) is 8.3 / 8.3 eV.